(1)
Below is a cluster of 8 separate species, C41H68N7O8PS in total in a non-equilibrium geometry, with properties calculated with ωB97M-V/def2-TZVPD.

Each line ends with the Löwdin charge.
Geometry (Å):
C (-1.60, 4.19, 1.44)  -0.08
C (-2.19, 3.87, -0.05)  -0.30
C (-3.86, 3.91, 0.12)  -0.05
C (-4.44, 2.37, 0.33)  -0.20
O (-4.84, 1.89, -1.03)  -0.23
S (-6.57, 1.69, -1.16)  0.92
O (-6.92, 2.33, -2.53)  -0.31
O (-6.81, 0.14, -1.16)  -0.32
O (-7.02, 2.55, 0.28)  -0.21
C (-5.88, 2.20, 1.15)  -0.34
C (-5.92, 2.54, 2.75)  -0.14
P (-4.92, 1.28, 3.79)  0.73
O (-5.64, 1.10, 5.22)  -0.39
O (-3.28, 1.79, 4.14)  -0.22
O (-4.81, -0.32, 3.10)  -0.22
O (-1.89, 2.55, -0.59)  -0.20
C (-0.46, 2.27, -0.72)  -0.16
C (-0.22, 0.78, -0.02)  -0.08
C (0.64, -0.40, -0.79)  -0.01
C (0.77, -1.85, -0.01)  -0.05
C (0.04, -2.11, 1.45)  -0.07
C (-0.82, -0.92, 2.24)  -0.08
C (-0.94, 0.54, 1.47)  -0.04
H (-0.99, 5.21, 1.35)  0.05
H (-0.83, 3.40, 1.83)  0.07
H (-2.41, 4.38, 2.27)  0.07
H (-1.96, 4.72, -0.86)  0.16
H (-4.34, 4.34, -0.87)  0.14
H (-4.19, 4.59, 1.03)  0.12
H (-3.77, 1.61, 0.95)  0.16
H (-5.96, 1.01, 1.16)  0.13
H (-5.50, 3.62, 2.93)  0.11
H (-7.03, 2.51, 3.16)  0.14
H (-3.15, 2.76, 3.94)  0.07
H (-3.91, -0.45, 2.65)  0.08
H (-0.17, 2.12, -1.86)  0.14
H (0.26, 3.10, -0.32)  0.11
H (1.10, -0.15, -1.84)  0.05
H (1.36, -2.71, -0.56)  0.00
H (0.13, -3.19, 1.95)  0.03
H (-1.35, -1.11, 3.29)  0.08
H (-1.58, 1.36, 2.02)  0.05
C (-4.41, -5.53, 0.56)  -0.11
C (-5.03, -4.60, 1.60)  -0.30
C (-4.17, -3.36, 1.87)  -0.18
C (-2.81, -3.79, 2.42)  -0.14
N (-1.69, -4.15, 2.87)  0.11
H (-3.45, -5.94, 0.91)  0.06
H (-5.07, -6.38, 0.38)  0.06
H (-4.24, -5.01, -0.39)  0.08
H (-5.19, -5.15, 2.53)  0.10
H (-6.01, -4.27, 1.24)  0.06
H (-4.66, -2.72, 2.61)  0.09
H (-4.02, -2.78, 0.96)  0.12
C (1.59, -6.22, 2.26)  -0.11
C (1.68, -7.15, 1.05)  -0.27
C (2.80, -6.77, 0.09)  -0.18
C (2.56, -5.37, -0.45)  -0.08
N (2.36, -4.21, -0.89)  0.12
H (1.36, -5.20, 1.96)  0.05
H (0.79, -6.55, 2.93)  0.08
H (2.53, -6.22, 2.82)  0.08
H (0.71, -7.15, 0.53)  0.11
H (1.84, -8.18, 1.41)  0.11
H (2.83, -7.48, -0.75)  0.11
H (3.77, -6.80, 0.59)  0.12
C (2.79, 4.50, 3.46)  -0.11
C (2.81, 3.50, 2.30)  -0.27
C (2.97, 4.17, 0.94)  -0.20
C (1.81, 5.12, 0.69)  -0.14
N (0.85, 5.91, 0.49)  0.11
H (1.95, 5.19, 3.38)  0.07
H (2.70, 3.97, 4.41)  0.07
H (3.72, 5.09, 3.48)  0.08
H (1.88, 2.92, 2.32)  0.10
H (3.63, 2.79, 2.45)  0.11
H (2.99, 3.42, 0.15)  0.05
H (3.91, 4.73, 0.89)  0.12
C (-9.49, -5.24, 4.29)  -0.11
C (-9.24, -6.70, 3.94)  -0.28
C (-7.86, -6.95, 3.33)  -0.18
C (-7.72, -6.16, 2.04)  -0.13
N (-7.61, -5.51, 0.97)  0.14
H (-9.46, -4.60, 3.39)  0.07
H (-10.47, -5.11, 4.74)  0.07
H (-8.73, -4.86, 4.99)  0.08
H (-10.02, -7.04, 3.25)  0.11
H (-9.34, -7.30, 4.86)  0.11
H (-7.73, -8.01, 3.12)  0.11
H (-7.07, -6.64, 4.03)  0.11
C (4.76, -3.26, -5.19)  -0.12
C (5.43, -2.71, -3.93)  -0.28
C (4.43, -2.35, -2.83)  -0.20
C (3.47, -1.29, -3.33)  -0.15
N (2.67, -0.41, -3.75)  0.11
H (4.09, -2.53, -5.65)  0.07
H (5.52, -3.53, -5.93)  0.07
H (4.18, -4.16, -4.96)  0.08
H (6.01, -1.82, -4.20)  0.11
H (6.14, -3.45, -3.55)  0.11
H (4.96, -1.97, -1.95)  0.11
H (3.86, -3.24, -2.53)  0.07
C (4.92, 3.03, -3.99)  -0.11
C (5.99, 3.37, -2.95)  -0.30
C (6.27, 2.21, -1.98)  -0.18
C (5.00, 1.86, -1.23)  -0.13
N (3.94, 1.57, -0.60)  0.13
H (3.96, 2.82, -3.52)  0.07
H (4.78, 3.87, -4.67)  0.07
H (5.22, 2.15, -4.58)  0.08
H (5.66, 4.25, -2.39)  0.11
H (6.92, 3.64, -3.47)  0.04
H (7.04, 2.50, -1.27)  0.11
H (6.62, 1.33, -2.53)  0.11
C (7.03, 7.58, -4.64)  -0.11
C (8.52, 7.61, -4.99)  -0.28
C (9.08, 6.23, -5.33)  -0.19
C (8.92, 5.31, -4.13)  -0.13
N (8.79, 4.54, -3.13)  0.12
H (6.84, 6.98, -3.74)  0.07
H (6.67, 8.59, -4.43)  0.08
H (6.44, 7.17, -5.46)  0.08
H (9.07, 8.04, -4.15)  0.11
H (8.67, 8.28, -5.85)  0.11
H (10.14, 6.30, -5.58)  0.11
H (8.55, 5.80, -6.18)  0.12

Results
Frontier orbital gap ... 7.609 eV
Highest occupied orbital energy ... -7.703 eV
Spin multiplicity ... 1
Energy relative to the best compared isomer or geometry (same formula, charge and spin) ... 1927.1 kJ/mol
LUMO energy ... -0.09 eV

(2)
Below is the molecule H2N2O2S in a non-equilibrium geometry, with properties calculated with ωB97M-V/def2-TZVPD.

Each line ends with the Löwdin charge.
Geometry (Å):
N (1.40, -0.27, 0.00)  -0.31
S (-0.03, -1.12, 0.13)  0.97
N (-1.31, 0.13, 0.06)  -0.70
O (-0.98, 1.27, 0.24)  0.02
O (-2.42, -0.35, 0.01)  -0.01
H (1.53, 0.56, 0.47)  0.00
H (1.81, -0.22, -0.90)  0.03

Results
Frontier orbital gap ... 10.242 eV
Highest occupied orbital energy ... -9.982 eV
Spin multiplicity ... 1
Energy relative to the best compared isomer or geometry (same formula, charge and spin) ... 106.9 kJ/mol
LUMO energy ... 0.26 eV

(3)
Below is a structure of composition C17H23AuN7O4PS in a non-equilibrium geometry, with properties calculated with ωB97M-V/def2-TZVPD.

Each line ends with the Löwdin charge.
Geometry (Å):
Au (1.12, -1.04, -1.04)  0.91
O (3.24, -1.22, -0.95)  -0.13
C (3.91, -1.35, 0.08)  -0.16
C (3.53, -1.30, 1.45)  -0.11
C (4.58, -1.21, 2.39)  0.06
C (4.32, -1.09, 3.73)  -0.12
C (3.00, -1.06, 4.20)  0.04
C (1.96, -1.16, 3.33)  0.02
C (2.16, -1.31, 1.91)  -0.33
O (1.13, -1.45, 1.19)  -0.12
N (5.43, -0.97, 4.68)  -0.37
O (6.53, -0.90, 4.21)  0.11
O (5.12, -0.93, 5.84)  0.12
H (4.99, -1.50, -0.07)  0.16
H (5.61, -1.21, 2.06)  0.14
H (2.83, -0.95, 5.26)  0.14
H (0.94, -1.17, 3.67)  0.12
C (-3.98, -2.28, -0.32)  -0.12
N (-3.60, -2.35, -1.72)  -0.06
C (-4.09, -1.18, -2.42)  -0.12
N (-3.53, 0.01, -1.82)  -0.03
C (-3.89, 0.09, -0.42)  -0.12
N (-3.42, -1.09, 0.28)  -0.14
C (-1.99, -1.13, 0.41)  -0.28
P (-1.17, -1.23, -1.25)  0.97
C (-2.23, -2.64, -1.94)  -0.22
C (-2.13, 0.16, -2.06)  -0.25
H (-3.61, -3.17, 0.21)  0.16
H (-5.07, -2.25, -0.24)  0.16
H (-5.18, -1.14, -2.35)  0.16
H (-3.81, -1.23, -3.48)  0.16
H (-4.97, 0.16, -0.33)  0.16
H (-3.44, 0.98, 0.03)  0.14
H (-1.69, -2.01, 1.00)  0.12
H (-1.62, -0.24, 0.92)  0.11
H (-1.95, -3.57, -1.44)  0.13
H (-2.03, -2.75, -3.01)  0.12
H (-1.93, 0.15, -3.14)  0.12
H (-1.75, 1.10, -1.64)  0.07
C (-1.96, 3.99, -0.97)  -0.08
C (-0.65, 4.04, -0.18)  -0.22
C (0.37, 3.12, -0.73)  -0.57
N (0.22, 1.85, -0.89)  -0.04
N (1.27, 1.24, -1.44)  -0.13
C (2.29, 2.03, -1.71)  -0.66
N (3.45, 1.64, -2.23)  0.14
S (1.94, 3.69, -1.29)  1.17
H (-2.59, 4.84, -0.70)  0.09
H (-2.52, 3.08, -0.76)  0.04
H (-1.77, 4.05, -2.04)  0.09
H (-0.85, 3.79, 0.87)  0.13
H (-0.25, 5.06, -0.20)  0.11
H (3.60, 0.67, -2.45)  0.10
H (4.16, 2.31, -2.48)  0.12

Results
Frontier orbital gap (spin up / spin down) ... 8.199 / 3.749 eV
Highest occupied orbital energy (spin up / spin down) ... -13.841 / -13.754 eV
Total charge ... +2
Spin multiplicity ... 3
Expectation value of S² ... 2.016
Energy relative to the best compared isomer or geometry (same formula, charge and spin) ... 52.9 kJ/mol
LUMO energy (spin up / spin down) ... -5.64 / -10.00 eV

(4)
Below is a structure of composition C32H36BaF3N2O5Sb in a non-equilibrium geometry, with properties calculated with ωB97M-V/def2-TZVPD.

Each line ends with the Löwdin charge.
Geometry (Å):
Ba (-0.31, -0.22, 0.10)  1.67
O (2.06, -2.06, -3.30)  -0.10
C (3.15, -1.50, -2.60)  -0.25
C (2.96, -0.03, -2.23)  -0.18
N (2.36, 0.25, -0.92)  -0.24
C (2.01, 1.66, -0.87)  -0.18
C (0.76, 2.09, -1.69)  -0.77
O (0.52, 3.31, -1.66)  -0.05
O (0.07, 1.18, -2.22)  -0.19
C (3.28, -0.09, 0.17)  -0.13
C (2.75, 0.30, 1.57)  -0.73
O (3.48, 1.01, 2.26)  -0.03
O (1.60, -0.15, 1.89)  -0.29
H (1.41, -2.36, -2.64)  0.02
H (4.01, -1.57, -3.27)  0.11
H (3.38, -2.10, -1.71)  0.11
H (2.32, 0.41, -2.99)  0.12
H (3.94, 0.47, -2.27)  0.12
H (2.85, 2.30, -1.17)  0.13
H (1.80, 1.93, 0.17)  0.10
H (4.24, 0.42, 0.03)  0.12
H (3.44, -1.17, 0.17)  0.11
C (-3.75, 3.29, -1.07)  -0.08
C (-4.94, 2.92, -0.47)  -0.10
C (-5.08, 1.65, 0.03)  -0.04
C (-4.01, 0.74, -0.07)  -0.25
N (-2.86, 1.12, -0.63)  0.03
C (-2.73, 2.35, -1.12)  -0.14
C (-4.11, -0.66, 0.45)  -0.26
C (-5.37, -1.26, 0.51)  -0.09
C (-5.51, -2.54, 1.00)  -0.14
C (-4.37, -3.22, 1.42)  -0.14
C (-3.13, -2.61, 1.33)  -0.18
C (-2.92, -1.31, 0.84)  -0.20
H (-3.59, 4.29, -1.47)  0.09
H (-5.76, 3.63, -0.38)  0.09
H (-5.99, 1.35, 0.53)  0.09
H (-1.77, 2.59, -1.56)  0.08
H (-6.26, -0.74, 0.14)  0.08
H (-6.48, -3.02, 1.04)  0.08
H (-4.46, -4.24, 1.81)  0.08
H (-2.26, -3.20, 1.64)  0.07
C (0.43, 4.95, 1.48)  -0.20
C (0.47, 4.03, 2.70)  -0.45
Sb (-0.93, 2.42, 2.47)  1.39
C (-2.77, 3.50, 2.86)  -0.43
C (-2.65, 4.81, 3.64)  -0.20
C (-0.65, 1.46, 4.37)  -0.44
C (-0.68, 2.32, 5.63)  -0.20
H (1.18, 5.74, 1.55)  0.06
H (-0.55, 5.44, 1.38)  0.05
H (0.61, 4.41, 0.55)  0.04
H (0.27, 4.57, 3.63)  0.03
H (1.44, 3.55, 2.80)  0.05
H (-3.42, 2.80, 3.38)  0.05
H (-3.22, 3.68, 1.89)  0.02
H (-2.23, 4.66, 4.64)  0.04
H (-3.62, 5.30, 3.77)  0.06
H (-1.99, 5.52, 3.13)  0.04
H (0.31, 0.95, 4.26)  0.04
H (-1.41, 0.67, 4.42)  0.04
H (0.02, 3.16, 5.56)  0.05
H (-0.42, 1.75, 6.52)  0.06
H (-1.68, 2.74, 5.80)  0.05
F (3.48, -9.26, -3.65)  0.11
C (2.42, -9.27, -2.81)  -0.58
F (1.43, -9.92, -3.48)  0.11
F (2.75, -10.09, -1.79)  0.11
C (2.03, -7.91, -2.36)  -0.16
C (2.34, -6.79, -3.12)  -0.03
C (1.93, -5.53, -2.72)  -0.02
C (1.18, -5.36, -1.54)  -0.26
C (0.87, -6.51, -0.79)  -0.03
C (1.28, -7.76, -1.19)  -0.03
C (0.75, -4.07, -1.13)  -0.23
C (0.38, -2.95, -0.77)  -0.13
H (2.91, -6.90, -4.03)  0.11
H (2.16, -4.65, -3.31)  0.10
H (0.29, -6.38, 0.12)  0.11
H (1.04, -8.63, -0.59)  0.11

Results
Frontier orbital gap ... 6.353 eV
Highest occupied orbital energy ... -2.201 eV
Total charge ... -2
Spin multiplicity ... 1
Energy relative to the best compared isomer or geometry (same formula, charge and spin) ... 8.7 kJ/mol
LUMO energy ... 4.15 eV

(5)
Below is a structure of composition C5H13N2O in a non-equilibrium geometry, with properties calculated with ωB97M-V/def2-TZVPD.

Each line ends with the Löwdin charge.
Geometry (Å):
C (2.13, -0.19, -1.91)  -0.43
O (1.79, -1.35, -2.46)  -0.30
C (0.90, 0.85, -1.03)  -0.44
C (-0.44, 0.07, -0.78)  -0.21
C (-0.65, -0.11, 0.69)  -0.28
C (-1.85, -0.92, 1.29)  -0.38
N (-1.33, -1.26, 2.77)  -0.03
N (1.17, 2.11, -0.13)  -0.05
H (2.40, 0.73, -2.58)  0.09
H (2.85, -0.31, -1.05)  0.06
H (0.45, 1.24, -1.91)  0.08
H (-0.48, -0.92, -1.25)  0.10
H (-1.26, 0.69, -1.16)  0.10
H (-0.53, 0.95, 1.01)  0.10
H (0.18, -0.63, 1.25)  0.12
H (-2.87, -0.38, 0.98)  0.14
H (-1.98, -1.91, 0.82)  0.10
H (-2.15, -1.71, 3.08)  -0.03
H (-1.94, -0.13, 2.34)  0.16
H (1.44, 0.85, 0.02)  0.09
H (2.18, 2.34, -0.01)  -0.01

Results
Frontier orbital gap ... 6.494 eV
Highest occupied orbital energy ... -3.034 eV
Total charge ... -1
Spin multiplicity ... 1
Energy relative to the best compared isomer or geometry (same formula, charge and spin) ... 913.9 kJ/mol
LUMO energy ... 3.46 eV

(6)
Below is the ion C8H13N4 with charge +1 in a non-equilibrium geometry, with properties calculated with ωB97M-V/def2-TZVPD.

Each line ends with the Löwdin charge.
Geometry (Å):
C (2.27, 0.42, -0.77)  -0.05
N (1.47, -0.85, -0.85)  -0.13
C (0.94, -1.44, 0.35)  -0.16
C (-0.13, -0.63, 0.95)  -0.06
C (-0.52, -0.40, 2.27)  -0.31
N (0.11, -0.86, 3.46)  0.11
N (-1.53, 0.45, 2.37)  0.19
N (-1.78, 0.86, 1.17)  0.09
C (-0.96, 0.26, 0.24)  -0.13
C (-0.97, 0.63, -1.07)  -0.07
C (-0.69, 0.25, -2.40)  -0.02
C (-1.75, 1.41, -2.07)  0.07
H (1.85, 1.14, -1.43)  0.05
H (2.21, 0.74, 0.23)  0.07
H (3.33, 0.37, -1.04)  0.09
H (1.42, -1.38, -1.74)  0.13
H (1.62, -1.48, 1.26)  0.15
H (0.51, -2.39, -0.05)  0.16
H (0.09, -1.84, 3.84)  0.13
H (-0.25, -0.17, 4.14)  0.10
H (-2.50, 1.45, 0.97)  0.15
H (-0.73, -0.73, -2.76)  0.11
H (0.13, 0.78, -2.81)  0.11
H (-1.37, 2.36, -2.34)  0.12
H (-2.75, 1.03, -1.92)  0.12

Results
Frontier orbital gap ... 6.336 eV
Highest occupied orbital energy ... -12.172 eV
Total charge ... +1
Spin multiplicity ... 1
Energy relative to the best compared isomer or geometry (same formula, charge and spin) ... 473.6 kJ/mol
LUMO energy ... -5.84 eV

(7)
Below is a cluster of 2 separate species, C2H3N4O in total in a non-equilibrium geometry, with properties calculated with ωB97M-V/def2-TZVPD.

Each line ends with the Löwdin charge.
Geometry (Å):
C (5.73, 0.45, -0.05)  0.01
C (-0.28, -0.30, 0.03)  -0.08
N (4.18, -1.45, -0.16)  0.34
N (3.06, -1.24, -0.01)  0.03
N (1.93, -0.75, 0.29)  0.09
N (0.93, -0.74, -0.47)  0.09
O (6.26, 1.43, -0.02)  0.12
H (-0.85, 0.61, -0.41)  0.17
H (-0.36, 0.05, 1.08)  0.11
H (-1.03, -1.01, -0.29)  0.12

Results
Frontier orbital gap ... 8.602 eV
Highest occupied orbital energy ... -16.241 eV
Total charge ... +1
Spin multiplicity ... 1
Energy relative to the best compared isomer or geometry (same formula, charge and spin) ... 520.5 kJ/mol
LUMO energy ... -7.64 eV

What did the seventh record say?
Below is a cluster of 2 separate species, C2H3N4O in total in a non-equilibrium geometry, with properties calculated with ωB97M-V/def2-TZVPD.

Each line ends with the Löwdin charge.
Geometry (Å):
C (5.73, 0.45, -0.05)  0.01
C (-0.28, -0.30, 0.03)  -0.08
N (4.18, -1.45, -0.16)  0.34
N (3.06, -1.24, -0.01)  0.03
N (1.93, -0.75, 0.29)  0.09
N (0.93, -0.74, -0.47)  0.09
O (6.26, 1.43, -0.02)  0.12
H (-0.85, 0.61, -0.41)  0.17
H (-0.36, 0.05, 1.08)  0.11
H (-1.03, -1.01, -0.29)  0.12

Results
Frontier orbital gap ... 8.602 eV
Highest occupied orbital energy ... -16.241 eV
Total charge ... +1
Spin multiplicity ... 1
Energy relative to the best compared isomer or geometry (same formula, charge and spin) ... 520.5 kJ/mol
LUMO energy ... -7.64 eV

The highest energy relative to the best compared isomer or geometry (same formula, charge and spin) belongs to which entry?
C41H68N7O8PS

energy relative to the best compared isomer or geometry (same formula, charge and spin) of number 4 (C32H36BaF3N2O5Sb)?
8.7 kJ/mol

What did the seventh record say?
Below is a cluster of 2 separate species, C2H3N4O in total in a non-equilibrium geometry, with properties calculated with ωB97M-V/def2-TZVPD.

Each line ends with the Löwdin charge.
Geometry (Å):
C (5.73, 0.45, -0.05)  0.01
C (-0.28, -0.30, 0.03)  -0.08
N (4.18, -1.45, -0.16)  0.34
N (3.06, -1.24, -0.01)  0.03
N (1.93, -0.75, 0.29)  0.09
N (0.93, -0.74, -0.47)  0.09
O (6.26, 1.43, -0.02)  0.12
H (-0.85, 0.61, -0.41)  0.17
H (-0.36, 0.05, 1.08)  0.11
H (-1.03, -1.01, -0.29)  0.12

Results
Frontier orbital gap ... 8.602 eV
Highest occupied orbital energy ... -16.241 eV
Total charge ... +1
Spin multiplicity ... 1
Energy relative to the best compared isomer or geometry (same formula, charge and spin) ... 520.5 kJ/mol
LUMO energy ... -7.64 eV